{
  "formula": "C15H13Cl2N3O11P2V",
  "method": "ωB97M-V with the def2-TZVPD basis set",
  "spin_multiplicity": 2,
  "gap_ha": [0.2249, 0.2425],
  "largest_force_ev_per_a": 1.75,
  "elements": ["V", "Cl", "Cl", "P", "P", "O", "O", "O", "O", "O", "O", "O", "O", "O", "O", "O", "N", "N", "N", "C", "C", "C", "C", "C", "C", "C", "C", "C", "C", "C", "C", "C", "C", "C", "H", "H", "H", "H", "H", "H", "H", "H", "H", "H", "H", "H", "H"],
  "xyz": [[-0.014, 0.664, -0.559], [4.790, 0.171, -1.883], [4.243, 2.936, -1.075], [1.242, 2.227, 1.630], [-1.563, 1.253, 1.979], [2.322, 1.314, 2.013], [0.845, 2.305, 0.142], [1.504, 0.333, -1.555], [-0.142, 1.848, 2.384], [0.452, -0.665, 0.763], [1.541, -1.493, 3.089], [-1.488, 1.184, 0.395], [-1.932, 0.016, 2.644], [2.138, 1.922, -2.987], [-2.567, 2.440, 2.284], [1.466, 3.734, 2.070], [-0.900, -2.103, -0.422], [-0.930, -1.019, -1.218], [-0.937, 1.355, -2.330], [-2.146, 1.858, -4.746], [2.354, 1.243, -2.026], [0.016, -4.662, 3.778], [0.778, -3.524, 3.875], [-1.501, 2.871, -4.060], [3.618, 1.293, -1.165], [-0.807, -4.879, 2.670], [-2.175, 0.577, -4.211], [-0.844, -3.936, 1.675], [-0.178, -1.810, 0.649], [-0.899, 2.577, -2.847], [-1.549, 0.352, -2.998], [0.752, -2.548, 2.871], [-0.075, -2.761, 1.745], [-1.549, -0.954, -2.338], [-2.271, 3.296, 1.957], [-1.477, -4.074, 0.810], [0.054, -5.395, 4.574], [1.447, -0.805, 2.409], [-1.412, -5.772, 2.599], [-2.666, -0.236, -4.725], [1.413, -3.341, 4.731], [3.406, 0.956, -0.154], [2.163, 3.801, 2.732], [-2.076, -1.806, -2.754], [-0.366, 3.320, -2.269], [-1.453, 3.877, -4.451], [-2.626, 2.058, -5.695]],
  "forces_ev_per_angstrom": [[1.22, 0.77, 1.00], [0.07, -0.05, -0.01], [0.08, 0.05, 0.01], [-0.23, 0.18, 0.19], [-0.29, 0.17, -0.95], [0.01, -0.02, 0.00], [-0.09, -0.85, -0.29], [0.33, 0.16, -0.75], [0.42, 0.22, 0.34], [-0.69, 0.60, -1.30], [-0.04, 0.10, -0.14], [-0.79, -0.03, 0.81], [0.07, -0.07, 0.10], [0.07, 0.16, -0.13], [-0.04, 0.01, 0.14], [-0.07, -0.03, -0.04], [0.12, -0.02, 0.07], [0.03, 0.25, -0.05], [-0.02, -0.89, 0.22], [-0.01, -0.07, 0.01], [-0.13, -0.31, 0.48], [0.00, -0.02, 0.00], [0.02, 0.02, -0.01], [0.02, -0.03, 0.07], [0.01, 0.10, -0.10], [-0.03, 0.00, -0.03], [0.08, 0.08, -0.02], [-0.01, -0.04, -0.01], [-0.26, -0.50, 0.30], [0.13, 0.12, 0.08], [-0.20, -0.06, -0.06], [-0.14, -0.07, -0.02], [0.18, 0.01, -0.04], [-0.03, -0.03, 0.04], [0.01, 0.00, -0.01], [0.01, 0.00, 0.01], [0.00, 0.00, 0.00], [0.09, 0.04, 0.04], [0.00, 0.00, 0.00], [0.00, -0.01, 0.01], [0.00, 0.01, -0.01], [0.00, 0.02, -0.02], [0.07, 0.01, 0.02], [0.01, -0.01, 0.05], [0.00, 0.02, -0.03], [0.01, 0.00, 0.01], [0.01, 0.01, 0.00]],
  "mulliken_spin": [1.008, 0.001, 0.001, -0.002, 0.004, 0.000, -0.003, 0.033, 0.004, -0.026, -0.001, 0.010, -0.003, 0.002, 0.000, 0.000, 0.004, -0.030, -0.021, 0.002, -0.006, 0.000, 0.000, 0.001, 0.002, 0.000, 0.001, -0.001, 0.001, 0.003, 0.012, 0.000, -0.005, 0.010, 0.000, 0.000, 0.000, 0.001, 0.000, 0.000, 0.000, 0.000, 0.000, -0.001, 0.001, 0.000, 0.000]
}

=====

{
  "formula": "C15H13ClFNO3",
  "method": "ωB97M-V with the def2-TZVPD basis set",
  "gap_ha": 0.3060,
  "smiles": "COc1cc(OC)c(NC(=O)c2cccc(F)c2)cc1Cl",
  "largest_force_ev_per_a": 0.54,
  "elements": ["Cl", "F", "O", "O", "O", "N", "C", "C", "C", "C", "C", "C", "C", "C", "C", "C", "C", "C", "C", "C", "C", "H", "H", "H", "H", "H", "H", "H", "H", "H", "H", "H", "H", "H"],
  "xyz": [[-3.563, 3.319, 0.163], [6.299, 2.019, -0.860], [-4.850, 0.784, -0.113], [-0.714, -1.791, -0.176], [1.396, 2.588, 0.210], [0.688, 0.423, 0.068], [4.029, 1.683, -0.345], [4.699, -0.763, 0.785], [-1.448, -0.633, -0.106], [-2.745, 1.807, 0.060], [-3.501, 0.639, -0.073], [-0.701, 0.552, 0.025], [1.632, 1.399, 0.164], [-5.654, -0.361, -0.245], [-2.832, -0.580, -0.154], [-1.365, 1.767, 0.108], [3.378, -0.348, 0.766], [5.337, 1.243, -0.325], [3.034, 0.873, 0.193], [-1.395, -3.014, -0.321], [5.692, 0.026, 0.230], [-6.680, 0.003, -0.255], [-0.620, -3.778, -0.360], [0.998, -0.535, -0.026], [-5.451, -0.890, -1.182], [-0.797, 2.676, 0.208], [4.959, -1.707, 1.238], [6.725, -0.283, 0.231], [-2.053, -3.211, 0.532], [-5.523, -1.046, 0.599], [3.772, 2.642, -0.767], [-1.976, -3.042, -1.248], [-3.399, -1.489, -0.255], [2.626, -0.969, 1.230]],
  "forces_ev_per_angstrom": [[-0.05, 0.25, 0.02], [-0.08, -0.04, 0.03], [0.28, 0.17, 0.03], [0.05, 0.54, 0.05], [-0.04, 0.19, -0.04], [0.15, -0.47, 0.00], [0.06, -0.01, -0.01], [0.03, 0.00, -0.04], [0.14, 0.27, 0.03], [-0.23, -0.37, -0.04], [0.18, 0.31, 0.03], [-0.36, -0.07, 0.00], [-0.01, -0.24, -0.01], [-0.12, -0.20, -0.02], [-0.11, -0.17, -0.02], [-0.05, -0.11, -0.02], [-0.14, 0.07, -0.05], [-0.15, -0.11, 0.06], [0.41, -0.02, 0.07], [-0.08, -0.26, -0.03], [0.02, 0.15, -0.06], [0.06, -0.08, 0.00], [-0.10, 0.01, 0.00], [0.10, 0.21, -0.02], [0.00, 0.01, 0.04], [-0.01, 0.03, 0.00], [0.03, -0.07, 0.04], [0.11, -0.01, -0.01], [0.02, 0.03, -0.04], [0.01, 0.01, -0.04], [0.00, 0.10, -0.03], [0.01, 0.02, 0.04], [-0.05, -0.10, -0.01], [-0.07, -0.05, 0.04]],
  "nbo_charge": [0.021, -0.320, -0.478, -0.514, -0.601, -0.615, -0.245, -0.191, 0.280, -0.086, 0.284, 0.154, 0.668, -0.252, -0.366, -0.247, -0.212, 0.405, -0.120, -0.249, -0.272, 0.206, 0.203, 0.420, 0.174, 0.275, 0.219, 0.232, 0.179, 0.174, 0.252, 0.180, 0.227, 0.213]
}

=====

{
  "formula": "C15H13CsN2O3",
  "method": "ωB97M-V with the def2-TZVPD basis set",
  "gap_ha": 0.1948,
  "de_lowest_kj_mol": 85.7,
  "largest_force_ev_per_a": 2.18,
  "charge": -2,
  "elements": ["Cs", "O", "O", "O", "N", "N", "C", "C", "C", "C", "C", "C", "C", "C", "C", "C", "C", "C", "C", "C", "C", "H", "H", "H", "H", "H", "H", "H", "H", "H", "H", "H", "H", "H"],
  "xyz": [[2.214, 0.436, -0.351], [0.897, 0.072, -3.224], [4.137, 1.880, 0.172], [1.362, -1.538, 1.086], [-0.619, -0.320, 0.711], [-0.399, -0.236, -0.658], [-1.406, -0.460, -1.398], [-2.693, -0.487, -3.463], [1.048, -0.958, 3.819], [-1.445, -0.328, -2.859], [-1.550, -0.871, 4.773], [4.366, 3.201, -0.045], [-1.791, -0.112, -5.640], [-0.269, -0.058, -3.676], [0.811, -0.953, 5.188], [-1.307, -0.857, 3.405], [-2.906, -0.386, -4.831], [0.308, -0.929, 1.422], [-0.491, -0.915, 5.674], [-0.538, 0.043, -5.094], [-0.004, -0.898, 2.911], [0.320, 0.251, -5.725], [-3.895, -0.511, -5.256], [3.460, 3.782, -0.364], [-0.678, -0.921, 6.742], [4.742, 3.777, 0.838], [-2.570, -0.846, 5.140], [1.646, -0.983, 5.880], [-1.917, -0.022, -6.716], [-2.115, -0.801, 2.687], [5.115, 3.431, -0.842], [-3.539, -0.698, -2.811], [2.056, -1.015, 3.428], [-2.349, -0.771, -0.924]],
  "forces_ev_per_angstrom": [[0.50, 0.38, -1.52], [-0.11, 0.03, -0.04], [1.54, 1.50, 0.37], [-0.59, -0.75, 0.64], [-0.31, -0.11, 0.21], [-0.54, -0.38, -0.01], [-0.15, 0.00, -0.19], [0.03, 0.00, -0.02], [0.07, -0.05, 0.13], [0.02, -0.04, 0.08], [0.05, 0.00, -0.05], [0.09, -0.09, 0.08], [-0.03, -0.02, 0.15], [0.03, -0.03, 0.03], [-0.04, 0.00, -0.05], [0.03, 0.07, 0.03], [0.16, 0.03, -0.01], [-0.45, -0.47, 0.27], [0.01, 0.00, -0.08], [-0.09, -0.01, 0.02], [-0.05, 0.03, -0.04], [0.01, 0.00, 0.01], [-0.02, 0.00, -0.01], [-0.10, -0.03, -0.03], [-0.01, 0.00, 0.01], [0.02, -0.04, 0.11], [-0.01, 0.00, 0.00], [0.01, 0.00, 0.00], [0.00, 0.00, -0.03], [0.00, -0.01, 0.02], [0.06, -0.07, -0.07], [0.00, 0.00, 0.00], [-0.03, 0.00, -0.03], [-0.06, 0.05, 0.00]],
  "lowdin_charge": [1.482, -0.146, -0.780, -0.321, -0.012, -0.176, -0.141, -0.117, -0.034, -0.154, -0.118, -0.483, -0.168, -0.438, -0.110, -0.046, -0.177, -0.669, -0.138, -0.062, -0.139, 0.085, 0.060, 0.034, 0.079, 0.027, 0.083, 0.086, 0.073, 0.096, 0.029, 0.086, 0.112, 0.099]
}

=====

{
  "formula": "C15H13I2NO7OsS",
  "method": "ωB97M-V with the def2-TZVPD basis set",
  "spin_multiplicity": 5,
  "gap_ha": [0.2237, 0.1702],
  "de_lowest_kj_mol": 22.4,
  "largest_force_ev_per_a": 2.46,
  "charge": 2,
  "elements": ["Os", "I", "I", "S", "O", "O", "O", "O", "O", "O", "O", "N", "C", "C", "C", "C", "C", "C", "C", "C", "C", "C", "C", "C", "C", "C", "C", "H", "H", "H", "H", "H", "H", "H", "H", "H", "H", "H", "H", "H"],
  "xyz": [[2.466, 0.250, 0.318], [3.894, -0.292, 2.582], [4.368, -2.198, -0.351], [-0.059, -0.676, 0.444], [-0.632, 3.571, -5.935], [1.269, -1.375, 0.799], [2.895, 2.168, 0.022], [-0.429, -0.891, -0.916], [-0.463, 5.054, -4.358], [2.159, 0.127, -1.610], [0.269, 0.757, 0.741], [-0.306, 3.953, -4.836], [1.581, 2.443, -1.966], [1.142, 0.704, -3.633], [-1.065, -2.174, 2.521], [0.951, 3.379, -2.803], [-2.586, -0.721, 1.307], [-4.542, -2.584, 3.954], [2.288, 2.893, -0.829], [4.523, -2.209, 1.780], [0.405, 2.965, -3.983], [-2.117, -2.613, 3.299], [-1.314, -1.233, 1.531], [1.632, 1.061, -2.364], [-3.411, -2.111, 3.109], [-3.622, -1.154, 2.108], [0.519, 1.638, -4.423], [-0.061, -2.554, 2.664], [3.860, -2.964, 2.185], [-4.619, -0.761, 1.958], [0.112, 1.370, -5.389], [-4.377, -2.334, 5.005], [-1.941, -3.363, 4.059], [5.556, -2.364, 2.072], [0.897, 4.424, -2.522], [-2.752, -0.001, 0.515], [-5.490, -2.155, 3.643], [1.243, -0.327, -3.944], [-4.616, -3.674, 3.932], [2.374, 3.973, -0.688]],
  "forces_ev_per_angstrom": [[-0.41, -0.23, -0.63], [0.16, -0.11, 0.00], [-0.02, 0.15, 0.40], [-2.37, -0.64, -0.11], [-0.08, 0.10, 0.19], [1.05, 0.48, -0.27], [0.11, -0.75, 0.53], [0.04, 0.03, 0.14], [-0.08, -0.15, -0.12], [0.51, -0.38, 1.23], [0.97, 0.33, -0.12], [0.31, 0.01, -0.03], [0.46, -0.79, 0.58], [0.31, -0.32, 0.67], [0.31, 0.04, -0.01], [-0.15, 0.38, -0.23], [0.04, 0.14, -0.21], [-0.08, -0.24, 0.35], [-0.53, 0.39, -0.95], [-0.10, 0.07, -0.33], [-0.01, -0.05, 0.12], [-0.20, 0.07, -0.04], [0.49, 0.04, -0.16], [-0.69, 0.93, -1.00], [0.27, 0.17, -0.23], [0.03, -0.18, 0.20], [-0.04, 0.29, 0.00], [-0.07, -0.08, 0.05], [-0.07, 0.09, 0.03], [0.01, 0.02, -0.04], [-0.02, 0.01, -0.01], [0.01, 0.13, -0.06], [0.00, 0.01, 0.02], [0.01, 0.15, 0.04], [-0.05, 0.00, -0.03], [-0.09, -0.02, 0.03], [-0.02, -0.03, -0.01], [-0.08, 0.01, -0.02], [-0.05, 0.03, -0.14], [0.11, -0.08, 0.17]],
  "nbo_charge": [1.641, 0.500, 0.413, 2.324, -0.319, -0.906, -0.606, -0.878, -0.333, -0.616, -0.938, 0.515, -0.269, -0.249, -0.174, -0.096, -0.176, -0.650, 0.452, -0.679, 0.085, -0.207, -0.329, 0.418, 0.072, -0.189, -0.070, 0.226, 0.261, 0.240, 0.285, 0.247, 0.238, 0.268, 0.278, 0.242, 0.236, 0.265, 0.246, 0.230]
}

=====

{
  "formula": "C15H13N3O2S3",
  "method": "ωB97M-V with the def2-TZVPD basis set",
  "gap_ha": 0.3043,
  "largest_force_ev_per_a": 16.08,
  "elements": ["S", "S", "S", "O", "O", "N", "N", "N", "C", "C", "C", "C", "C", "C", "C", "C", "C", "C", "C", "C", "C", "C", "C", "H", "H", "H", "H", "H", "H", "H", "H", "H", "H", "H", "H", "H"],
  "xyz": [[-0.248, 4.219, -0.864], [-2.377, 3.141, 0.912], [-1.203, -3.115, -2.613], [-3.346, 1.920, 0.887], [-2.932, 4.493, 0.959], [0.524, -3.363, -0.571], [-1.254, 2.881, 2.169], [-0.522, -1.392, -0.527], [1.938, 0.091, 1.830], [2.055, 1.195, 2.599], [-0.338, -2.486, -1.012], [0.982, 2.174, 2.807], [-0.254, 2.233, -2.573], [0.390, -1.305, 0.333], [-0.387, 0.659, 1.443], [-1.375, 2.798, -0.499], [-0.026, 1.946, 2.175], [-1.264, 1.926, -1.413], [0.753, -4.535, -1.316], [0.520, 3.380, -2.291], [1.276, -2.494, 0.310], [0.594, -0.317, 1.405], [-0.511, -4.907, -2.053], [-1.159, 3.765, 2.465], [-1.240, 0.509, 1.035], [1.271, 3.796, -2.729], [0.884, -5.396, -0.461], [-0.088, -5.417, -3.030], [0.965, 3.010, 3.171], [2.852, -0.594, 1.927], [1.930, -2.814, 0.975], [2.956, 1.345, 3.048], [-1.968, 1.085, -1.605], [1.851, -4.367, -2.157], [-1.282, -5.553, -1.508], [0.032, 1.491, -3.228]],
  "forces_ev_per_angstrom": [[0.61, -1.53, -0.72], [-3.34, -5.70, -0.22], [1.53, -1.69, 2.70], [3.23, 4.42, 0.33], [1.60, -1.92, 0.27], [2.42, 2.93, 1.75], [-0.24, -3.24, -1.91], [-4.31, 5.05, -0.97], [-0.21, -1.89, 1.72], [-2.15, 0.99, -0.21], [-4.38, -6.48, -7.82], [8.45, -7.33, -0.32], [0.30, 2.75, 4.97], [8.16, -3.08, 6.19], [7.72, 2.29, 4.79], [1.52, 6.39, 1.95], [-13.66, -4.02, -7.47], [0.36, -3.68, -6.53], [3.24, -2.65, 0.70], [-8.28, -3.99, 4.07], [-5.69, 2.33, -2.76], [0.31, 2.89, -2.62], [0.03, 0.46, -3.12], [1.24, 3.93, 2.07], [-5.69, -0.72, -2.56], [4.46, 2.40, -2.80], [0.56, 1.78, -2.43], [-1.56, 0.76, 1.91], [1.38, 8.87, 4.82], [-1.64, 0.80, -0.89], [2.92, -1.45, 2.78], [2.41, 0.69, 1.19], [0.77, 0.48, 0.71], [-3.53, -0.72, 2.76], [1.17, 1.24, -0.72], [0.29, -1.37, -1.61]],
  "nbo_charge": [0.289, 2.206, 0.108, -0.911, -0.868, -0.404, -0.835, -0.508, -0.213, -0.163, 0.391, -0.285, -0.233, 0.152, -0.166, -0.455, 0.236, -0.201, -0.217, -0.277, -0.142, -0.049, -0.497, 0.383, 0.218, 0.201, 0.230, 0.246, 0.206, 0.223, 0.198, 0.204, 0.263, 0.211, 0.243, 0.217]
}

=====

{
  "formula": "C15H13N3O6Pd",
  "method": "ωB97M-V with the def2-TZVPD basis set",
  "spin_multiplicity": 5,
  "gap_ha": [0.2325, 0.2265],
  "de_lowest_kj_mol": 101.8,
  "largest_force_ev_per_a": 4.00,
  "elements": ["Pd", "O", "O", "O", "O", "O", "O", "N", "N", "N", "C", "C", "C", "C", "C", "C", "C", "C", "C", "C", "C", "C", "C", "C", "C", "H", "H", "H", "H", "H", "H", "H", "H", "H", "H", "H", "H", "H"],
  "xyz": [[0.157, 0.016, -2.132], [0.558, -3.546, 3.444], [-0.067, -0.540, -0.042], [0.364, -2.950, 5.548], [-0.551, 1.678, 0.181], [-1.475, 3.019, 4.983], [-1.082, 1.593, 6.604], [1.704, 1.191, -1.997], [-1.138, 1.887, 5.390], [0.287, -2.702, 4.326], [1.337, -0.972, -3.915], [-0.737, -1.684, -3.158], [-0.387, 0.526, 0.625], [-0.064, -0.932, -4.181], [-0.433, -0.405, 4.863], [-0.122, -1.388, 3.912], [-0.165, -1.088, 2.535], [-0.795, 0.879, 4.427], [-0.817, 1.193, 3.051], [1.543, -1.734, -2.724], [0.964, 2.350, -4.152], [0.125, 1.785, -3.268], [0.265, -2.202, -2.272], [-1.185, 1.627, -2.855], [-0.493, 0.210, 2.104], [2.003, 2.046, -4.142], [0.080, -2.819, -1.390], [0.071, -1.861, 1.807], [-1.497, 2.209, -1.987], [2.498, -1.929, -2.247], [2.110, -0.496, -4.511], [0.634, 3.133, -4.825], [-1.819, -1.812, -3.058], [-1.943, 1.166, -3.503], [-0.546, -0.394, -5.004], [2.114, 1.401, -1.078], [-0.413, -0.644, 5.921], [-1.084, 2.192, 2.719]],
  "forces_ev_per_angstrom": [[-0.85, -0.29, 0.10], [-0.56, 1.71, 1.49], [-0.40, 1.58, 0.40], [-0.24, 0.70, -2.19], [0.21, -1.28, 0.77], [0.66, -2.20, 0.49], [-0.04, 0.31, -2.28], [2.08, 0.58, 2.62], [-0.71, 2.17, 2.19], [0.85, -2.82, 0.97], [-0.01, -0.66, -0.47], [-0.26, -0.67, -0.73], [0.11, -0.20, -0.44], [-0.38, -0.75, -0.40], [-0.09, -0.04, -0.02], [-0.50, 1.98, -1.02], [-0.01, 0.03, 0.68], [0.44, -1.36, -1.65], [0.05, -0.34, 0.34], [-0.34, -1.04, -0.15], [-0.32, -0.84, 1.26], [-2.11, 2.26, -2.53], [0.39, -0.64, -0.25], [0.43, 1.08, 0.05], [0.07, -0.06, 1.02], [-0.02, 0.12, -0.32], [0.11, 0.37, -0.39], [-0.04, 0.32, 0.24], [-0.14, -0.28, -0.22], [-0.25, 0.03, -0.11], [-0.22, -0.08, 0.21], [-0.07, -0.04, 0.18], [0.60, -0.14, -0.16], [0.53, 0.11, 0.33], [0.28, -0.29, 0.45], [0.63, 0.75, -0.33], [0.04, 0.09, -0.19], [0.10, -0.17, 0.07]],
  "nbo_charge": [0.912, -0.372, -0.781, -0.366, -0.693, -0.365, -0.369, -0.381, 0.502, 0.503, -0.206, -0.299, 0.750, -0.286, -0.127, 0.002, -0.123, -0.004, -0.115, -0.275, -0.437, 0.063, -0.246, -0.580, -0.090, 0.217, 0.263, 0.277, 0.276, 0.249, 0.243, 0.232, 0.257, 0.245, 0.249, 0.324, 0.280, 0.271]
}